A 4-piece molecular cluster, C27H60BO6P overall. Source: the Open Molecules 2025 dataset; level of theory: ωB97M-V with the def2-TZVPD basis set.

Last columns: bonded neighbours and bond lengths (Å).
Atoms and positions in Å:
1 C 4.349 -0.318 0.440  C2 1.539, H18 1.091, H19 1.093, H20 1.093
2 C 3.922 0.349 1.759  C1 1.539, P3 1.849, H21 1.096, H22 1.092
3 P 2.351 1.302 1.552  C2 1.849, C4 1.823, C5 1.862
4 C 1.157 0.272 2.466  P3 1.823, H23 1.094, H24 1.096, H25 1.091
5 C 2.664 2.846 2.545  P3 1.862, C6 1.536, O11 1.438, H26 1.097
6 C 2.617 2.745 4.076  C5 1.536, C7 1.519, H27 1.091, H28 1.092
7 C 4.010 2.593 4.661  C6 1.519, O8 1.438, H29 1.094, H30 1.097
8 O 3.885 2.427 6.084  C7 1.438, C9 1.361
9 C 5.099 2.322 6.690  O8 1.361, O10 1.195, H31 1.102
10 O 5.581 3.187 7.361  C9 1.195
11 O 1.743 3.892 2.189  C5 1.438, C12 1.372
12 C 1.424 4.030 0.862  O11 1.372, O13 1.202, C14 1.513
13 O 0.282 3.915 0.507  C12 1.202
14 C 2.533 4.436 -0.083  C12 1.513, B15 1.588, H32 1.091, H33 1.097
15 B 3.602 5.481 0.451  C14 1.588, O16 1.392, O17 1.380
16 O 3.842 6.652 -0.262  B15 1.392, H34 0.964
17 O 4.312 5.261 1.614  B15 1.380, H35 0.966
18 H 3.480 -0.648 -0.131  C1 1.091
19 H 5.002 -1.168 0.649  C1 1.093
20 H 4.915 0.390 -0.171  C1 1.093
21 H 3.754 -0.430 2.512  C2 1.096
22 H 4.724 0.978 2.150  C2 1.092
23 H 1.394 0.136 3.524  C4 1.094
24 H 1.216 -0.722 2.009  C4 1.096
25 H 0.131 0.618 2.330  C4 1.091
26 H 3.683 3.142 2.270  C5 1.097
27 H 1.994 1.917 4.417  C6 1.091
28 H 2.160 3.663 4.454  C6 1.092
29 H 4.601 3.487 4.448  C7 1.094
30 H 4.493 1.704 4.237  C7 1.097
31 H 5.584 1.346 6.529  C9 1.102
32 H 2.042 4.851 -0.965  C14 1.091
33 H 3.078 3.537 -0.398  C14 1.097
34 H 4.408 6.542 -1.034  O16 0.964
35 H 5.229 5.539 1.493  O17 0.966
36 C 1.875 -3.500 3.496  C37 1.526, H42 1.091, H43 1.092, H44 1.092
37 C 0.925 -3.794 2.338  C36 1.526, C38 1.527, H45 1.093, H46 1.094
38 C -0.496 -4.132 2.786  C37 1.527, C39 1.529, H47 1.093, H48 1.095
39 C -0.614 -5.387 3.652  C38 1.529, C40 1.528, H49 1.094, H50 1.094
40 C -0.072 -6.663 3.009  C39 1.528, C41 1.526, H51 1.093, H52 1.094
41 C -0.800 -7.055 1.727  C40 1.526, H53 1.092, H54 1.091, H55 1.091
42 H 2.001 -4.366 4.146  C36 1.091
43 H 2.863 -3.226 3.120  C36 1.092
44 H 1.504 -2.670 4.102  C36 1.092
45 H 1.332 -4.605 1.727  C37 1.093
46 H 0.881 -2.918 1.685  C37 1.094
47 H -1.130 -4.235 1.901  C38 1.093
48 H -0.901 -3.283 3.347  C38 1.095
49 H -1.669 -5.536 3.901  C39 1.094
50 H -0.102 -5.224 4.604  C39 1.094
51 H -0.162 -7.478 3.732  C40 1.093
52 H 0.996 -6.556 2.805  C40 1.094
53 H -1.867 -7.197 1.914  C41 1.092
54 H -0.406 -7.990 1.327  C41 1.091
55 H -0.691 -6.296 0.951  C41 1.091
56 C 2.587 1.614 -3.420  C57 1.526, H62 1.091, H63 1.091, H64 1.094
57 C 1.115 1.750 -3.039  C56 1.526, C58 1.526, H65 1.094, H66 1.093
58 C 0.676 0.753 -1.969  C57 1.526, C59 1.530, H67 1.094, H68 1.093
59 C 0.791 -0.720 -2.367  C58 1.530, C60 1.528, H69 1.096, H70 1.095
60 C 0.009 -1.113 -3.619  C59 1.528, C61 1.525, H71 1.093, H72 1.094
61 C -1.495 -0.903 -3.480  C60 1.525, H73 1.093, H74 1.091, H75 1.091
62 H 2.805 0.638 -3.857  C56 1.091
63 H 2.872 2.371 -4.153  C56 1.091
64 H 3.226 1.738 -2.541  C56 1.094
65 H 0.494 1.651 -3.934  C57 1.094
66 H 0.938 2.758 -2.655  C57 1.093
67 H -0.354 0.977 -1.679  C58 1.094
68 H 1.282 0.919 -1.075  C58 1.093
69 H 0.443 -1.332 -1.527  C59 1.096
70 H 1.844 -0.981 -2.511  C59 1.095
71 H 0.203 -2.168 -3.834  C60 1.093
72 H 0.379 -0.554 -4.483  C60 1.094
73 H -1.891 -1.476 -2.639  C61 1.093
74 H -2.018 -1.229 -4.381  C61 1.091
75 H -1.743 0.148 -3.320  C61 1.091
76 C -8.219 -0.371 -5.363  C77 1.526, H82 1.091, H83 1.091, H84 1.092
77 C -8.056 0.720 -4.309  C76 1.526, C78 1.528, H85 1.093, H86 1.093
78 C -6.773 1.534 -4.468  C77 1.528, C79 1.530, H87 1.093, H88 1.095
79 C -5.480 0.728 -4.333  C78 1.530, C80 1.528, H89 1.095, H90 1.094
80 C -5.326 -0.025 -3.012  C79 1.528, C81 1.526, H91 1.093, H92 1.094
81 C -5.288 0.890 -1.792  C80 1.526, H93 1.092, H94 1.091, H95 1.091
82 H -7.420 -1.112 -5.303  C76 1.091
83 H -9.165 -0.899 -5.232  C76 1.091
84 H -8.210 0.055 -6.368  C76 1.092
85 H -8.098 0.274 -3.311  C77 1.093
86 H -8.908 1.403 -4.371  C77 1.093
87 H -6.775 2.346 -3.736  C78 1.093
88 H -6.779 2.017 -5.450  C78 1.095
89 H -4.632 1.410 -4.452  C79 1.095
90 H -5.407 0.013 -5.158  C79 1.094
91 H -4.398 -0.600 -3.050  C80 1.093
92 H -6.132 -0.755 -2.897  C80 1.094
93 H -4.469 1.609 -1.870  C81 1.092
94 H -5.136 0.313 -0.879  C81 1.091
95 H -6.218 1.448 -1.674  C81 1.091

Computed properties:
HOMO-LUMO gap ... 0.31594 Eh
SMILES ... CCP(C)[C@H](CCOC=O)OC(=O)CB(O)O.CCCCCC.CCCCCC.CCCCCC
Strongest force on any atom ... 0.82 eV/Å
Energy above the lowest of the compared OMol25 structures with the same formula, charge and spin ... 14.3 kJ/mol
E_tot ... -51224.8197 eV
Highest occupied orbital energy ... -0.3175 hartree